Entry 1:
Computed, not measured: C32H24ClN4O7ReS as an isolated structure in a non-equilibrium geometry, with ωB97M-V with the def2-TZVPD basis set.

Structure (XYZ):
```
70
Properties=species:S:1:pos:R:3:forces:R:3
Re 0.904 -1.621 0.744 0.11 -0.25 -1.94
Cl 6.973 1.733 -1.331 -0.07 -0.08 0.02
C 5.727 0.645 -0.821 0.32 -0.22 -0.35
C 5.703 -0.671 -1.317 0.11 -0.02 -0.13
C 4.726 -1.553 -0.928 0.18 -0.28 -0.24
C 3.709 -1.163 -0.056 -0.68 -0.48 0.13
O 2.785 -2.076 0.280 0.62 0.53 0.41
C 3.745 0.153 0.454 0.22 0.17 -0.25
C 2.889 0.544 1.505 -0.41 0.01 0.48
N 1.776 -0.058 1.821 0.03 0.37 0.27
C 1.210 0.078 3.133 0.24 -0.01 -0.49
C 1.192 1.182 3.924 -0.05 0.37 0.22
C 0.667 1.092 5.237 0.08 0.18 -0.05
C 0.193 -0.088 5.732 -0.06 -0.04 0.15
C 0.183 -1.243 4.914 -0.13 -0.09 0.15
C -0.305 -2.512 5.314 -0.02 0.08 0.20
C -0.278 -3.567 4.445 -0.04 -0.14 0.00
C 0.187 -3.375 3.138 0.17 0.46 -0.12
N 0.640 -2.191 2.729 -0.18 -0.42 0.76
C 0.672 -1.129 3.614 -0.04 -0.61 -0.31
C 4.784 1.041 0.066 -0.48 0.15 0.41
H 6.470 -0.986 -2.017 -0.08 0.03 0.09
H 4.710 -2.573 -1.296 0.04 0.11 0.00
H 3.234 1.343 2.155 0.00 0.06 0.05
H 1.561 2.134 3.555 0.00 -0.09 0.07
H 0.654 1.980 5.859 0.01 -0.09 -0.08
H -0.187 -0.151 6.748 0.04 0.00 -0.13
H -0.702 -2.637 6.318 0.08 0.03 -0.13
H -0.637 -4.546 4.735 0.03 0.08 -0.02
H 0.177 -4.170 2.400 -0.01 0.07 0.00
H 4.811 2.050 0.470 -0.04 -0.16 0.00
O 1.992 -4.518 -4.489 -0.07 0.00 0.00
C 1.550 -3.939 -3.548 0.06 0.02 -0.06
C 1.474 -2.409 -3.360 0.01 0.27 0.06
O 1.715 -1.559 -4.174 -0.01 -0.06 0.00
C 1.058 -2.244 -1.959 0.16 1.83 -0.13
C 0.768 -3.406 -1.361 -0.50 -0.76 1.36
O 0.354 -3.368 -0.074 0.44 -0.13 -0.73
C 1.021 -4.568 -2.242 -0.19 -0.24 0.38
O 0.883 -5.735 -2.003 0.03 0.15 -0.08
O 0.956 -1.086 -1.250 -0.26 -0.63 -0.14
C -0.615 1.919 -3.776 -0.04 0.04 0.02
C -2.033 1.815 -3.211 0.33 -0.07 -0.05
C -2.354 0.401 -2.728 0.17 0.04 0.06
N -1.696 0.071 -1.441 0.97 0.17 -0.95
C -2.247 -0.241 -0.319 -0.40 -0.48 0.75
S -1.397 -0.825 1.099 -0.24 0.17 -0.24
N -3.599 -0.158 -0.148 0.01 0.22 0.08
C -4.541 0.823 -0.606 0.21 -0.08 -0.04
O -5.683 0.486 -0.744 0.01 0.05 0.04
C -4.045 2.214 -0.783 -0.16 -0.09 0.29
C -4.782 3.059 -1.605 -0.09 0.03 -0.13
C -4.422 4.391 -1.725 0.03 0.03 -0.01
C -3.336 4.884 -1.009 -0.03 0.02 -0.04
C -2.610 4.044 -0.174 0.01 -0.03 0.03
C -2.964 2.708 -0.059 0.02 0.02 0.17
H -0.408 2.939 -4.110 0.00 -0.11 0.06
H -0.480 1.254 -4.634 0.00 0.03 0.06
H 0.145 1.654 -3.031 -0.09 0.04 -0.07
H -2.764 2.078 -3.979 0.03 -0.04 0.01
H -2.164 2.518 -2.390 0.01 0.02 -0.13
H -1.959 -0.313 -3.452 -0.06 -0.10 0.01
H -3.421 0.228 -2.639 -0.04 -0.05 0.06
H -0.677 -0.084 -1.500 -0.29 0.07 0.12
H -4.008 -0.839 0.473 -0.01 -0.05 0.08
H -5.634 2.659 -2.142 0.04 0.04 0.06
H -4.997 5.049 -2.365 0.05 -0.04 0.03
H -3.067 5.931 -1.088 -0.01 -0.08 -0.02
H -1.776 4.435 0.399 -0.06 -0.02 -0.04
H -2.411 2.067 0.621 -0.06 0.07 -0.04
```
Forces are in eV/Å.

Largest force on an atom (eV/Å): 1.959
Energy above the lowest of the compared OMol25 structures with the same formula, charge and spin (kJ/mol): 0.0
HOMO-LUMO gap (alpha / beta) (eV): 6.60 / 6.49
Charge: +1
2S+1: 4



Entry 2:
Computed, not measured: a 4-piece molecular cluster, C32H24F8O5S2 overall in a non-equilibrium geometry, with ωB97M-V with the def2-TZVPD basis set.

Structure (XYZ):
```
71
Properties=species:S:1:pos:R:3:forces:R:3
O -1.477 -4.223 2.293 2.75 0.22 -3.30
C -0.644 -4.099 1.371 -0.79 -0.03 0.66
C 0.314 -5.289 0.849 2.33 1.31 -0.94
C 1.602 -4.977 0.317 -2.86 0.59 0.33
S 2.775 -6.249 -0.364 -1.06 0.85 -0.22
C 2.090 -3.434 0.290 1.87 -0.34 0.54
O 3.288 -3.171 0.514 -4.22 -0.40 -0.97
C 0.938 -2.363 0.014 -2.60 1.61 -0.22
C -0.477 -2.713 0.558 0.42 2.13 -1.43
C -1.696 -1.780 0.319 3.37 0.45 -1.07
C -1.541 -0.452 -0.477 2.33 -2.69 1.52
C -2.864 0.423 -0.704 0.95 -0.11 -2.21
O -3.612 0.692 0.512 -2.21 0.01 -0.82
C -4.998 0.723 0.284 -1.26 0.42 0.82
F -5.362 1.432 -0.906 0.94 -2.18 2.69
F -5.697 1.391 1.331 2.30 -1.78 -2.57
F -5.523 -0.605 0.266 1.13 3.17 -0.51
C -0.124 -0.100 -0.987 -0.80 -2.13 1.37
C 1.104 -1.034 -0.756 -3.25 -1.07 2.04
S 2.738 -0.504 -1.421 -0.33 -0.03 -7.07
O 3.488 -1.596 -2.122 -1.62 1.86 3.35
O 2.440 0.569 -2.461 0.41 -1.93 3.90
C 3.707 0.365 -0.079 -0.31 1.27 3.03
F 2.933 1.528 0.269 1.71 -2.62 -0.85
F 3.847 -0.375 1.115 -0.48 1.33 -2.90
C 5.168 0.862 -0.526 2.23 0.64 -0.13
F 5.938 0.987 0.671 -1.98 0.14 -3.16
F 5.870 -0.043 -1.340 -2.05 2.29 1.89
F 5.069 2.116 -1.192 0.44 -3.49 1.81
H -0.035 -6.371 0.880 0.38 1.69 0.19
H 2.511 -6.176 -1.745 -0.04 0.33 1.51
H -2.697 -2.135 0.724 1.44 0.70 -0.57
H -2.608 1.421 -1.227 -0.23 -1.56 1.00
H -3.531 -0.141 -1.456 1.05 0.70 1.22
H -0.004 0.867 -1.575 0.12 -1.52 0.88
C 4.418 4.800 0.282 0.03 0.11 0.03
C 4.198 5.618 1.386 0.02 0.04 -0.08
C 4.563 6.960 1.343 0.02 -0.04 -0.07
C 5.153 7.484 0.197 -0.02 -0.10 0.02
C 5.382 6.664 -0.904 -0.04 -0.03 0.06
C 5.013 5.323 -0.862 -0.02 0.04 0.08
H 4.127 3.757 0.314 0.02 0.15 0.01
H 3.740 5.209 2.281 0.03 0.03 -0.08
H 4.388 7.598 2.203 0.02 -0.05 -0.07
H 5.436 8.530 0.162 -0.01 -0.08 0.01
H 5.848 7.071 -1.796 -0.05 -0.03 0.08
H 5.190 4.684 -1.721 -0.02 0.06 0.07
C -3.924 -2.577 6.865 0.06 0.03 -0.08
C -3.828 -1.195 6.991 0.01 -0.03 -0.06
C -3.254 -0.441 5.972 0.01 -0.07 -0.02
C -2.772 -1.071 4.828 -0.07 -0.07 0.13
C -2.859 -2.455 4.707 -0.01 0.03 -0.04
C -3.437 -3.208 5.724 -0.02 0.13 0.05
H -4.378 -3.164 7.657 0.04 0.05 -0.05
H -4.202 -0.704 7.884 0.02 -0.04 -0.08
H -3.182 0.637 6.069 -0.01 -0.09 0.00
H -2.326 -0.483 4.033 -0.02 -0.03 0.05
H -2.478 -2.946 3.818 -0.08 0.08 0.17
H -3.508 -4.286 5.628 0.01 0.09 -0.01
C -1.231 -0.491 -5.014 -0.04 -0.01 0.04
C -1.494 -0.132 -6.332 -0.06 -0.01 0.04
C -2.783 -0.249 -6.842 0.01 -0.03 0.10
C -3.809 -0.730 -6.035 0.08 0.01 0.02
C -3.545 -1.098 -4.719 0.04 0.04 0.00
C -2.256 -0.977 -4.207 -0.06 0.08 -0.15
H -0.226 -0.393 -4.614 -0.05 -0.01 -0.04
H -0.693 0.241 -6.962 -0.07 -0.03 0.07
H -2.988 0.034 -7.869 0.02 -0.02 0.09
H -4.815 -0.819 -6.431 0.08 0.00 0.03
H -4.344 -1.478 -4.091 0.05 0.02 -0.06
H -2.052 -1.261 -3.180 0.03 -0.03 -0.08
```
Forces are in eV/Å.

Largest force on an atom (eV/Å): 7.073
HOMO-LUMO gap (eV): 7.05
SMILES: O=C1C=C(S)C(=O)c2c1cc(COC(F)(F)F)cc2S(=O)(=O)C(F)(F)C(F)(F)F.c1ccccc1.c1ccccc1.c1ccccc1



Entry 3:
Computed, not measured: C32H24F9N4NaPS as an isolated structure, with ωB97M-V with the def2-TZVPD basis set.

Structure (XYZ):
```
72
Properties=species:S:1:pos:R:3:forces:R:3
Na 0.224 0.412 -0.352 0.22 -0.14 -0.18
C -4.083 -2.585 -1.967 -0.15 0.13 -0.07
N -2.998 -3.479 -1.627 0.27 0.04 0.17
C -3.015 -4.848 -1.749 -0.13 -0.14 -0.07
C -1.866 -5.310 -1.250 0.03 -0.09 -0.01
N -1.117 -4.221 -0.799 -0.60 0.37 -0.39
C -1.836 -3.061 -1.056 -0.02 -0.59 -0.04
S -1.589 -1.425 -0.808 0.11 0.20 0.23
C 0.123 -4.414 -0.145 0.50 -0.05 0.40
C 0.495 -5.715 0.202 -0.09 -0.10 -0.02
C 1.704 -5.915 0.834 -0.02 -0.02 0.03
C 2.508 -4.824 1.113 0.05 0.04 0.00
C 2.028 -3.579 0.761 0.05 0.02 -0.03
N 0.871 -3.362 0.140 -0.39 0.03 -0.19
H -4.919 -3.172 -2.338 0.04 -0.06 -0.01
H -3.765 -1.871 -2.724 0.02 -0.03 -0.01
H -4.387 -2.027 -1.082 -0.02 -0.02 -0.02
H -3.840 -5.381 -2.187 -0.01 0.04 -0.01
H -1.514 -6.321 -1.192 -0.09 0.10 -0.10
H -0.141 -6.562 0.001 0.12 0.05 0.12
H 2.000 -6.914 1.127 0.02 -0.01 -0.06
H 3.474 -4.931 1.585 -0.06 0.02 0.06
H 2.592 -2.692 0.990 0.25 0.24 0.04
F 7.416 5.340 3.688 -0.03 0.04 -0.12
C 6.969 5.507 2.429 0.10 0.06 0.03
F 6.595 6.787 2.295 0.04 -0.10 0.02
F 8.017 5.300 1.608 -0.09 0.05 0.10
C 5.852 4.548 2.120 -0.02 0.00 -0.02
C 4.620 4.995 1.680 0.04 0.07 0.00
C 3.625 4.071 1.391 -0.08 -0.11 0.04
C 3.858 2.706 1.528 -0.29 0.15 0.06
C 5.113 2.272 1.959 0.07 0.08 -0.01
C 6.101 3.188 2.267 -0.04 -0.02 -0.02
P 2.476 1.575 1.098 0.63 -0.02 0.18
C 3.337 0.590 -0.206 -0.23 -0.06 0.06
C 2.921 0.838 -1.512 -0.03 0.00 0.06
C 3.516 0.197 -2.590 0.10 -0.04 -0.05
C 4.554 -0.689 -2.359 -0.11 0.11 -0.05
C 4.993 -0.940 -1.063 0.00 -0.03 0.01
C 4.384 -0.307 0.005 -0.11 -0.20 0.07
C 5.216 -1.406 -3.505 0.00 -0.11 -0.05
F 6.542 -1.192 -3.517 -0.09 -0.02 0.00
F 4.726 -1.018 -4.691 0.08 -0.06 0.09
F 5.031 -2.738 -3.405 0.04 0.12 -0.03
C 2.332 0.442 2.544 -0.09 0.06 0.04
C 3.028 0.585 3.743 -0.07 0.00 -0.16
C 2.757 -0.238 4.828 -0.01 -0.06 0.02
C 1.768 -1.199 4.733 0.04 0.07 0.01
C 1.040 -1.341 3.560 -0.08 -0.07 -0.03
C 1.313 -0.517 2.486 0.15 0.14 -0.04
C 1.401 -2.064 5.907 -0.02 -0.07 0.07
F 1.491 -3.372 5.598 -0.01 0.09 0.03
F 0.128 -1.839 6.287 0.12 -0.05 -0.01
F 2.187 -1.843 6.969 -0.06 -0.04 -0.08
H 4.433 6.054 1.569 0.01 -0.01 -0.01
H 2.656 4.413 1.051 0.00 0.03 0.02
H 5.335 1.221 2.058 -0.03 -0.04 0.04
H 7.066 2.853 2.625 0.01 -0.02 -0.05
H 2.140 1.571 -1.699 0.01 0.02 -0.03
H 3.181 0.392 -3.599 0.01 0.01 0.00
H 5.807 -1.634 -0.898 -0.01 0.01 0.01
H 4.713 -0.535 1.011 -0.01 -0.01 0.00
H 3.762 1.365 3.862 0.13 0.04 -0.05
H 3.316 -0.121 5.746 -0.05 0.03 0.02
H 0.248 -2.077 3.501 -0.01 0.02 -0.04
H 0.685 -0.611 1.605 0.08 -0.23 0.08
C -3.469 3.359 -0.947 -0.27 0.18 -0.01
C -2.214 2.652 -0.833 0.32 -0.12 0.03
N -1.214 2.102 -0.733 -0.27 0.15 -0.07
H -3.693 3.851 -0.002 -0.01 0.01 -0.02
H -4.270 2.662 -1.185 0.03 -0.02 0.00
H -3.402 4.108 -1.735 0.01 -0.01 0.01
```
Forces are in eV/Å.

Largest force on an atom (eV/Å): 0.806
Energy above the lowest of the compared OMol25 structures with the same formula, charge and spin (kJ/mol): 117.7
HOMO-LUMO gap (eV): 8.35
Charge: +1